P) # C3H10O3

A 3-piece molecular cluster, C3H10O3 overall (ωB97M-V/def2-TZVPD, the OMol25 dataset).

spin multiplicity: 2
LUMO (spin up / spin down): -0.231 / -0.360 Eh
total charge: +1
HOMO (spin up / spin down): -15.26 / -15.25 eV

Cartesian coordinates (Å):
O  0.0391  0.2884  1.6380
C  0.7093  -0.6453  1.1485
C  0.9374  -0.9113  -0.3047
C  2.0203  0.0802  -0.7980
H  1.4886  -1.1783  1.9024
H  1.3694  -1.9280  -0.3987
H  -0.0319  -0.7546  -0.7616
H  2.9387  0.0211  -0.1346
H  2.2291  -0.3484  -1.7722
H  1.6109  1.0807  -0.8845
H  -3.0605  -1.0843  -1.0495
H  -2.2541  0.0910  -0.5294
O  -2.1415  -0.8552  -0.6687
H  -1.6012  1.3699  1.0973
H  -2.0372  2.8557  0.8526
O  -2.2162  1.9184  0.6632



Q) # C3H10O3

A 2-piece molecular cluster, C3H10O3 overall (ωB97M-V/def2-TZVPD, the OMol25 dataset).

spin multiplicity: 2
LUMO (spin up / spin down): -0.133 / -0.364 Eh
total charge: +1
HOMO (spin up / spin down): -14.34 / -14.34 eV

Cartesian coordinates (Å):
C  0.8669  -0.2039  -1.0622
O  0.9048  0.4104  0.2050
C  -0.5846  -0.2879  -1.4343
C  -1.3869  -1.2566  -0.4904
O  -0.4995  -1.9191  0.3342
H  1.2581  0.5066  -1.8099
H  1.2905  -1.1956  -1.0407
H  1.8307  0.6233  0.4041
H  -1.0644  0.6756  -1.2439
H  -0.7893  -0.5674  -2.4683
H  -2.1288  -0.7796  0.1112
H  -1.9060  -2.0337  -1.1020
H  -0.8987  -2.1625  1.1922
H  0.0536  2.7634  2.8237
H  0.3488  2.0671  1.4683
O  0.5956  2.8123  2.0304



P) has the most favorable energy; the next structure is 0.0068 hartree above.



P) # C10H10N2

A 2-piece molecular cluster, C10H10N2 overall (ωB97M-V/def2-TZVPD, the OMol25 dataset).

LUMO: 0.025 Eh
HOMO: -9.10 eV

Cartesian coordinates (Å):
C  1.6372  0.5354  -0.4667
C  0.7095  1.2812  -0.9684
C  -0.1390  0.7204  -1.9701
N  -0.0252  -0.4257  -2.4989
C  0.9416  -1.2278  -1.9147
C  1.8184  -0.8069  -0.8794
H  2.1373  1.0882  0.5149
H  0.5847  2.4005  -0.9220
H  -0.8848  1.3610  -2.5563
H  0.9940  -2.2832  -2.1643
H  2.4738  -1.5521  -0.4313
C  -0.6705  -1.3329  1.0647
C  -0.1245  -0.5692  2.0943
C  -0.3939  0.8192  2.2842
N  -1.3596  1.5369  1.5783
C  -1.8612  0.7696  0.5799
C  -1.4295  -0.5428  0.1424
H  -0.6691  -2.4878  1.1083
H  0.5783  -1.0324  2.8428
H  0.0277  1.3248  3.2322
H  -2.3408  1.4570  -0.0972
H  -2.0041  -1.0333  -0.5727



Q) # C10H10N2

One molecule with the formula C10H10N2 (ωB97M-V/def2-TZVPD, the OMol25 dataset).

LUMO: -0.004 Eh
HOMO: -8.87 eV

Cartesian coordinates (Å):
C  0.4042  -1.2255  2.4882
C  0.0886  -0.5929  1.1473
C  -0.3900  -1.2810  0.1059
C  -0.4016  -0.7117  -1.1940
N  -0.7450  -1.5762  -2.2464
C  -1.1823  -0.9298  -3.2942
C  -0.6821  0.4531  -3.4348
N  -0.2282  1.2699  -2.4921
C  -0.0105  0.5866  -1.3410
C  0.3954  1.3284  -0.2251
C  0.5162  0.7477  1.0022
C  0.7681  1.5249  2.3215
H  -0.2355  -0.7353  3.3128
H  0.2815  -2.3526  2.2721
H  1.4962  -1.1270  2.6177
H  -0.9952  -2.2163  0.0542
H  -1.5056  -1.5013  -4.1676
H  -0.9390  0.8394  -4.4696
H  0.6712  2.3376  -0.4645
H  -0.0952  1.6343  3.0098
H  1.1837  2.5566  2.1191
H  1.6050  0.9709  2.8785



R) # C10H10N2

One molecule with the formula C10H10N2 (ωB97M-V/def2-TZVPD, the OMol25 dataset).

LUMO: 0.028 Eh
HOMO: -8.60 eV

Cartesian coordinates (Å):
C  0.5238  0.9732  2.2120
N  0.3409  1.5698  0.9202
C  0.3825  2.8983  0.7061
C  0.1961  3.0844  -0.6742
N  -0.1160  1.8047  -1.2406
C  -0.0431  0.9515  -0.2555
C  -0.1054  -0.5135  -0.3999
C  -1.3609  -1.1913  -0.0616
C  -1.4586  -2.5928  -0.0985
C  -0.3914  -3.2641  -0.4982
C  0.8608  -2.6817  -0.8123
C  0.9831  -1.3066  -0.7128
H  0.1067  -0.0095  2.5669
H  0.2932  1.5423  2.9714
H  1.6345  0.8592  2.3528
H  0.5697  3.5125  1.6090
H  -0.0204  4.1666  -1.2250
H  -2.2541  -0.4769  0.0205
H  -2.6235  -2.7978  0.2186
H  -0.4974  -4.3117  -0.5584
H  1.7756  -3.3990  -1.1503
H  1.9202  -0.8525  -0.9933



Q) has the most favorable energy; the next structure is 0.0360 hartree above.



P) # C6H17N3

C6H17N3 as an isolated structure (ωB97M-V/def2-TZVPD, the OMol25 dataset).

LUMO: 0.037 Eh
HOMO: -7.50 eV

Cartesian coordinates (Å):
C  0.2608  0.0382  0.3167
C  -0.0491  0.1756  -1.0807
C  1.8074  0.7209  -1.2381
C  -1.5775  -1.8934  1.3633
C  0.3813  1.2252  1.2347
C  2.6274  -0.4751  -1.6719
N  -1.5303  -0.6361  0.6665
N  -2.3283  0.3613  1.3009
N  -0.9769  1.1245  -1.4408
H  0.8728  -0.8215  0.5799
H  -0.0018  -0.7435  -1.6637
H  -2.1393  0.3787  2.3121
H  -3.3198  0.1339  1.2160
H  -1.7200  1.2155  -0.7310
H  -1.3333  1.0080  -2.3785
H  1.6501  1.4370  -2.0441
H  2.3100  1.2904  -0.4607
H  -1.0928  -2.6543  0.7462
H  -2.6123  -2.2256  1.5491
H  -1.0497  -1.8534  2.3421
H  1.4284  1.4580  1.4284
H  -0.0678  0.9894  2.1984
H  -0.0795  2.1081  0.7976
H  2.1801  -0.9791  -2.5302
H  2.7174  -1.2054  -0.8639
H  3.6428  -0.1775  -1.9482



Q) # C6H17N3

A 2-piece molecular cluster, C6H17N3 overall (ωB97M-V/def2-TZVPD, the OMol25 dataset).

LUMO: 0.037 Eh
HOMO: -8.26 eV

Cartesian coordinates (Å):
C  -2.2009  0.4529  1.2027
C  -1.2686  -0.0469  0.0984
C  -1.5637  -1.4994  -0.2476
N  0.1938  0.1304  0.4614
N  0.6432  1.4426  0.6215
C  0.8286  -0.7373  1.4543
N  2.2652  -0.7322  1.3251
H  -3.2353  0.3277  0.8904
H  -2.0356  -0.1169  2.1191
H  -2.0414  1.5096  1.4187
H  -1.4198  0.5665  -0.7970
H  -1.5982  -2.1120  0.6464
H  -0.8038  -1.8893  -0.9205
H  -2.5319  -1.5661  -0.7346
H  0.0285  1.9783  1.2498
H  0.7074  1.8686  -0.3574
H  0.5842  -0.4091  2.4762
H  0.4696  -1.7522  1.2992
H  2.5894  0.2261  1.4380
H  2.5144  -1.0017  0.3848
C  1.0954  -0.0654  -2.3478
C  1.5037  1.2006  -2.2673
H  1.6675  -0.8776  -1.9315
H  0.1382  -0.3233  -2.7701
H  0.9728  1.9857  -2.7791
H  2.4975  1.4404  -1.9330



Q) has the most favorable energy; the next structure is 0.0793 hartree above.



P) # CH4INS

One molecule with the formula CH4INS (ωB97M-V/def2-TZVPD, the OMol25 dataset).

LUMO: -0.067 Eh
HOMO: -9.20 eV

Cartesian coordinates (Å):
N  0.1800  -0.9168  -1.1690
C  -0.1605  -0.1862  0.3884
S  1.2109  0.4996  1.2485
I  0.0672  2.7591  1.9059
H  -0.5510  -0.8442  -1.7812
H  0.7578  -0.7233  -1.9277
H  -0.6292  -1.1229  1.0276
H  -0.8753  0.5348  0.3076



Q) # CH4INS

One molecule with the formula CH4INS (ωB97M-V/def2-TZVPD, the OMol25 dataset).

LUMO: -0.021 Eh
HOMO: -8.82 eV

Cartesian coordinates (Å):
C  0.3707  -0.2161  -0.7308
N  -0.5826  0.6206  0.0260
S  0.1629  0.8642  1.7948
I  -2.5183  -0.0269  -0.1875
H  -0.1032  -0.0816  -1.7156
H  1.2461  0.4268  -0.5740
H  0.5842  -1.2749  -0.2756
H  0.8403  -0.3121  1.6627



R) # CH4INS

CH4INS as an isolated structure (ωB97M-V/def2-TZVPD, the OMol25 dataset).

LUMO: -0.021 Eh
HOMO: -9.13 eV

Cartesian coordinates (Å):
C  0.6773  -0.1126  0.6298
N  0.2911  0.2125  -0.7132
S  -1.2684  1.3098  -0.6981
I  -0.2025  -1.4090  -1.9376
H  1.7097  -0.7136  0.6310
H  0.9979  0.8626  1.0889
H  0.0501  -0.7041  1.3838
H  -2.2555  0.5543  -0.3846



R) has the most favorable energy; the next structure is 0.0060 hartree above.



P) # CH4INS

CH4INS as an isolated structure (ωB97M-V/def2-TZVPD, the OMol25 dataset).

LUMO (spin up / spin down): -0.042 / -0.042 Eh
HOMO (spin up / spin down): -8.37 / -8.38 eV

Cartesian coordinates (Å):
C  0.3678  -0.4744  0.3512
N  -1.3584  1.0870  -0.6990
S  0.0039  1.2833  0.2973
I  -3.1803  -0.0821  0.0320
H  -0.4552  -1.0104  0.8572
H  1.3254  -0.4644  0.9866
H  0.5922  -0.8277  -0.6344
H  -1.7763  2.3156  -0.8451



Q) # CH4INS

CH4INS as an isolated structure (ωB97M-V/def2-TZVPD, the OMol25 dataset).

LUMO: -0.024 Eh
HOMO: -9.03 eV

Cartesian coordinates (Å):
C  -0.4984  -0.6494  0.3051
N  0.5359  0.3415  0.4650
S  0.1330  1.8643  -0.1153
I  2.4449  -0.4207  -0.1346
H  -0.1896  -1.5674  0.8044
H  -1.3975  -0.2646  0.7903
H  -0.7358  -0.8734  -0.7429
H  -0.2926  1.5698  -1.3721



R) # CH4INS

One molecule with the formula CH4INS (ωB97M-V/def2-TZVPD, the OMol25 dataset).

LUMO: -0.017 Eh
HOMO: -8.71 eV

Cartesian coordinates (Å):
C  0.0343  0.6420  -0.2410
N  0.9520  -0.4566  0.2896
S  0.3303  -2.0716  -0.0964
I  2.9389  0.1097  -0.0262
H  0.5850  1.5827  0.0803
H  -0.0756  0.3924  -1.3089
H  -0.8262  0.3814  0.3313
H  0.3813  -2.1821  1.1793



Q) has the most favorable energy; the next structure is 0.0292 hartree above.



P) # C2H5N4

C2H5N4 as an isolated structure (ωB97M-V/def2-TZVPD, the OMol25 dataset).

LUMO: -0.203 Eh
total charge: +1
HOMO: -14.07 eV

Cartesian coordinates (Å):
C  -0.1531  -1.0150  0.7201
C  -0.1406  -0.2616  -0.6254
N  -0.7386  -2.0226  0.1503
N  -0.6770  -1.3459  -1.1276
N  0.1041  -0.5554  1.9016
N  0.0227  1.0896  -1.1299
H  -0.8039  -1.6370  -2.0956
H  0.8855  0.0342  2.1097
H  -0.1617  -0.8627  2.8113
H  0.6531  1.8086  -0.7946
H  -0.4185  1.6122  -1.8472



Q) # C2H5N4

C2H5N4 as an isolated structure (ωB97M-V/def2-TZVPD, the OMol25 dataset).

LUMO (spin up / spin down): -0.235 / -0.222 Eh
total charge: +1
HOMO (spin up / spin down): -13.78 / -15.82 eV

Cartesian coordinates (Å):
C  1.0021  -1.0562  -0.0334
C  -0.5823  0.8580  0.0025
N  2.2725  0.0522  0.1155
N  -1.4303  -0.8814  0.1428
N  -0.1367  -0.4450  0.0755
N  -1.8495  0.3565  0.0863
H  1.0233  -2.0972  -0.1668
H  -0.3291  1.6860  0.8738
H  -0.3497  1.3327  -1.0161
H  3.1764  -0.5051  0.1544
H  -2.7968  0.6996  -0.2344



P) has the most favorable energy; the next structure is 0.1344 hartree above.



P) # C7H13NSi

One molecule with the formula C7H13NSi (ωB97M-V/def2-TZVPD, the OMol25 dataset).

LUMO: 0.033 Eh
HOMO: -8.39 eV

Cartesian coordinates (Å):
C  -2.1402  -2.5366  -0.7993
C  -1.5957  -1.5419  -0.4039
Si  -1.0565  0.1618  0.1405
C  -2.2667  1.3137  1.0171
C  -0.3915  1.2599  -1.2696
N  0.5822  0.0565  1.6107
C  1.3778  -1.1032  1.2056
C  1.9119  -0.9350  -0.1818
C  2.6242  0.0648  -0.6435
H  -2.2326  -3.4054  -1.3754
H  -3.0653  1.8237  0.5024
H  -2.7055  0.8692  1.9072
H  -1.6119  2.0546  1.4671
H  -0.7884  0.8885  -2.2000
H  -0.7247  2.1939  -1.1732
H  0.6459  1.2015  -1.4161
H  1.1129  0.9615  1.4917
H  2.1904  -1.0107  1.8422
H  0.7434  -1.9670  1.0678
H  1.4137  -1.3044  -1.0410
H  2.8615  0.2277  -1.7285
H  3.1150  0.7269  -0.0199



Q) # C7H13NSi

A 2-piece molecular cluster, C7H13NSi overall (ωB97M-V/def2-TZVPD, the OMol25 dataset).

LUMO: 0.030 Eh
HOMO: -7.10 eV

Cartesian coordinates (Å):
C  -0.0618  2.5689  -1.0416
C  -1.1347  1.8097  -0.7679
Si  -0.9194  0.1349  0.1440
C  -0.1405  -0.0905  1.7137
C  0.4869  1.0812  2.4923
N  -1.6797  -1.1664  -0.8261
C  -1.7703  -2.5086  -0.3541
H  -0.4219  3.5452  -1.4152
H  0.9470  2.3256  -0.8219
H  -1.9890  2.0629  -1.3536
H  -0.2400  -0.9606  2.3631
H  -0.0641  1.1306  3.4932
H  0.5481  2.1035  2.0612
H  1.3942  0.8066  3.0964
H  -1.6404  -1.1035  -1.7712
H  -1.1991  -3.3573  -0.7756
H  -1.4962  -2.5292  0.8182
H  -2.8645  -2.7176  -0.4255
C  3.1832  -1.3370  -1.5881
C  2.9736  -0.1781  -1.5061
H  3.2471  -2.4625  -1.8072
H  2.8414  0.8422  -1.7281



P) has the most favorable energy; the next structure is 0.0625 hartree above.



P) # C6H17NOSi

A 2-piece molecular cluster, C6H17NOSi overall (ωB97M-V/def2-TZVPD, the OMol25 dataset).

LUMO (spin up / spin down): 0.009 / 0.025 Eh
HOMO (spin up / spin down): -7.44 / -6.86 eV

Cartesian coordinates (Å):
C  -2.2432  -1.4904  -0.4720
C  -1.4219  2.1487  0.8047
C  2.6196  2.1811  -0.4066
C  1.3318  -2.9705  0.3770
C  -2.3501  0.1028  -0.4948
C  -1.5750  0.6401  0.6320
N  2.5337  0.8209  -0.0617
O  1.9470  -1.7185  0.3700
Si  1.3237  -0.3727  -0.3804
H  -1.2656  -1.8150  -0.6377
H  -2.7811  -2.0769  -1.0934
H  -2.3473  -1.9613  0.4418
H  -0.7788  2.2870  1.6493
H  -1.0253  2.7033  0.0236
H  -2.4671  2.5165  0.8077
H  3.5101  2.7177  -0.2362
H  2.3881  2.4111  -1.4511
H  1.7033  2.8255  0.0679
H  0.6097  -2.9735  1.2539
H  2.1748  -3.5918  0.3563
H  0.7933  -3.2667  -0.4604
H  -1.9136  0.5988  -1.3378
H  -3.5031  0.1697  -0.3749
H  -1.7849  0.0686  1.6470
H  3.1400  0.7349  0.7108
H  1.3820  -0.6893  -1.7349



Q) # C6H17NOSi

One molecule with the formula C6H17NOSi (ωB97M-V/def2-TZVPD, the OMol25 dataset).

LUMO: 0.032 Eh
HOMO: -8.91 eV

Cartesian coordinates (Å):
C  -2.5141  -2.0097  -0.2388
N  -1.2610  -1.4498  0.1272
Si  -0.6402  0.1388  -0.5837
O  -1.1204  1.4534  0.1253
C  -2.3061  1.6023  0.7694
C  1.2210  0.4272  -0.3946
C  1.7184  1.4450  -1.3657
C  1.5385  0.9934  1.0433
C  1.9669  -0.8862  -0.5691
H  -2.6687  -2.5081  -1.2442
H  -2.7662  -2.6459  0.5767
H  -3.2524  -1.2156  -0.2653
H  -0.5281  -2.1218  0.2033
H  -1.0849  -0.0211  -1.9788
H  -2.2684  2.1818  1.7033
H  -2.7596  0.7352  1.1086
H  -2.9206  2.2729  0.1434
H  1.7079  1.0727  -2.3286
H  0.9850  2.2614  -1.4455
H  2.7845  1.6725  -1.1183
H  1.1851  0.2254  1.7610
H  1.0110  1.8806  1.4111
H  2.5636  1.0207  1.1369
H  1.2652  -1.7172  -0.6300
H  2.6794  -0.8078  -1.3763
H  2.5874  -1.0013  0.2894



Q) has the most favorable energy; the next structure is 0.1457 hartree above.